[1]
Density functional theory data (ωB97M-V/def2-TZVPD) for 11 unconnected molecules or ions with the total composition C44H66O22 at a distorted geometry.

LUMO   -0.253 eV
ΔE to the lowest compared entry with this formula, charge and spin   358.3 kJ/mol
Kohn-Sham gap   0.347 Eh
HOMO energy   -9.706 eV
SMILES   O=C1CCCO1.O=C1CCCO1.O=C1CCCO1.O=C1CCCO1.O=C1CCCO1.O=C1CCCO1.O=C1CCCO1.O=C1CCCO1.O=C1CCCO1.O=C1CCCO1.O=C1CCCO1
DFT total energy   -3371.4702 Ha

Last column: Löwdin charge in e.
Cartesian coordinates (Å):
1 O -0.824 -2.164 8.325  0.09
2 C -0.230 -1.863 7.301  -0.47
3 C 1.001 -0.960 7.222  -0.04
4 C 1.421 -1.227 5.776  -0.16
5 C 0.231 -1.760 5.083  -0.17
6 O -0.643 -2.262 6.089  0.03
7 H 0.687 0.081 7.297  0.12
8 H 1.765 -1.056 7.993  0.13
9 H 1.732 -0.286 5.323  0.09
10 H 2.276 -1.902 5.739  0.12
11 H -0.257 -0.889 4.647  0.08
12 H 0.482 -2.434 4.264  0.13
13 O -2.812 1.386 -3.197  0.12
14 C -3.580 0.528 -2.838  -0.48
15 C -4.037 -0.653 -3.657  -0.04
16 C -5.270 -1.053 -2.878  -0.16
17 C -5.095 -0.484 -1.557  -0.22
18 O -4.253 0.597 -1.715  0.05
19 H -4.366 -0.418 -4.670  0.14
20 H -3.216 -1.369 -3.673  0.11
21 H -6.187 -0.697 -3.349  0.13
22 H -5.345 -2.112 -2.632  0.12
23 H -6.067 -0.183 -1.166  0.13
24 H -4.679 -1.209 -0.858  0.13
25 O -1.277 -0.035 2.552  0.07
26 C -0.847 -0.247 1.411  -0.40
27 C -1.600 -0.393 0.124  -0.06
28 C -0.495 -0.492 -0.874  -0.14
29 C 0.810 -0.416 -0.147  -0.16
30 O 0.466 -0.494 1.213  0.04
31 H -2.136 -1.342 0.130  0.13
32 H -2.331 0.395 -0.057  0.10
33 H -0.572 -1.344 -1.550  0.11
34 H -0.577 0.438 -1.436  0.11
35 H 1.364 -1.271 -0.535  0.11
36 H 1.379 0.476 -0.406  0.10
37 O -2.730 -3.825 -1.205  0.10
38 C -2.404 -3.922 -2.374  -0.46
39 C -1.062 -4.394 -2.887  -0.07
40 C -1.302 -4.705 -4.341  -0.15
41 C -2.673 -4.124 -4.607  -0.16
42 O -3.281 -3.739 -3.387  0.01
43 H -0.382 -3.560 -2.714  0.11
44 H -0.670 -5.239 -2.320  0.14
45 H -0.525 -4.227 -4.938  0.11
46 H -1.177 -5.759 -4.593  0.12
47 H -2.625 -3.175 -5.141  0.12
48 H -3.190 -4.839 -5.248  0.13
49 O 2.016 -1.884 -3.024  0.10
50 C 2.440 -1.251 -3.974  -0.41
51 C 2.412 -1.546 -5.486  -0.11
52 C 3.484 -0.718 -6.002  -0.17
53 C 3.501 0.529 -5.070  -0.11
54 O 3.094 -0.071 -3.852  0.00
55 H 2.622 -2.573 -5.786  0.13
56 H 1.451 -1.286 -5.929  0.13
57 H 4.413 -1.288 -5.980  0.12
58 H 3.288 -0.605 -7.068  0.13
59 H 4.498 0.943 -4.921  0.13
60 H 2.789 1.265 -5.446  0.11
61 O 3.547 0.893 3.765  0.09
62 C 2.749 1.622 3.181  -0.46
63 C 1.340 1.900 3.603  -0.06
64 C 0.941 2.944 2.552  -0.13
65 C 1.914 2.771 1.376  -0.16
66 O 3.023 2.198 2.015  0.05
67 H 0.691 1.026 3.561  0.09
68 H 1.305 2.391 4.576  0.14
69 H -0.124 3.025 2.332  0.10
70 H 1.118 3.966 2.886  0.12
71 H 1.492 2.173 0.567  0.09
72 H 2.193 3.700 0.878  0.13
73 O 2.735 2.671 -1.742  0.10
74 C 3.811 2.114 -1.667  -0.50
75 C 5.088 2.702 -2.085  -0.09
76 C 6.102 1.654 -1.814  -0.13
77 C 5.337 0.504 -1.045  -0.11
78 O 3.995 0.942 -1.075  0.03
79 H 5.017 2.901 -3.154  0.13
80 H 5.283 3.612 -1.518  0.14
81 H 6.449 1.256 -2.768  0.11
82 H 6.999 2.025 -1.317  0.12
83 H 5.545 -0.402 -1.614  0.12
84 H 5.702 0.416 -0.022  0.13
85 O -0.530 3.423 -7.296  0.05
86 C -0.091 3.062 -6.158  -0.40
87 C -0.319 1.814 -5.360  -0.08
88 C 0.225 2.146 -3.986  -0.14
89 C 1.181 3.333 -4.259  -0.18
90 O 0.779 3.861 -5.479  0.03
91 H -1.391 1.644 -5.467  0.12
92 H 0.165 1.032 -5.945  0.12
93 H -0.527 2.447 -3.257  0.10
94 H 0.628 1.397 -3.303  0.09
95 H 1.091 4.084 -3.475  0.13
96 H 2.187 2.912 -4.248  0.09
97 O -6.126 4.195 0.498  0.04
98 C -5.288 3.296 0.848  -0.38
99 C -5.507 1.812 1.285  -0.05
100 C -4.198 1.694 2.055  -0.14
101 C -3.145 2.651 1.436  -0.15
102 O -3.987 3.622 0.925  0.02
103 H -6.458 1.685 1.803  0.13
104 H -5.678 1.294 0.342  0.09
105 H -4.442 2.041 3.059  0.10
106 H -3.884 0.652 2.113  0.11
107 H -2.460 3.061 2.178  0.12
108 H -2.542 2.272 0.611  0.11
109 O -2.047 2.031 8.747  0.09
110 C -2.504 1.580 7.698  -0.43
111 C -3.975 1.478 7.233  -0.06
112 C -3.804 1.172 5.780  -0.17
113 C -2.425 0.504 5.674  -0.15
114 O -1.702 1.153 6.713  0.02
115 H -4.527 0.652 7.682  0.13
116 H -4.552 2.391 7.386  0.13
117 H -4.555 0.500 5.365  0.12
118 H -3.716 2.053 5.145  0.10
119 H -2.387 -0.577 5.809  0.12
120 H -1.977 0.675 4.695  0.10
121 O 6.395 -2.717 1.874  0.06
122 C 5.209 -2.800 1.445  -0.42
123 C 3.974 -2.004 1.855  -0.06
124 C 2.915 -3.007 1.483  -0.19
125 C 3.427 -3.682 0.250  -0.16
126 O 4.806 -3.769 0.611  0.04
127 H 3.842 -1.686 2.890  0.12
128 H 3.909 -1.202 1.119  0.12
129 H 2.918 -3.764 2.267  0.13
130 H 1.927 -2.574 1.326  0.10
131 H 2.873 -4.619 0.187  0.13
132 H 3.134 -3.108 -0.629  0.11

[2]
Density functional theory data (ωB97M-V/def2-TZVPD) for a molecular structure, C44H66O2S2Sb2SeSn.

LUMO   -0.171 eV
ΔE to the lowest compared entry with this formula, charge and spin   0.0 kJ/mol
Kohn-Sham gap   0.265 Eh
HOMO energy   -7.376 eV
DFT total energy   -5759.2882 Ha

Last column: Löwdin charge in e.
Cartesian coordinates (Å):
1 Sn -1.116 -0.730 -1.117  1.05
2 C 3.929 -1.855 4.524  -0.06
3 C 4.018 -2.957 3.461  -0.55
4 C 5.435 -2.948 2.868  -0.04
5 C 3.754 -4.318 4.131  -0.05
6 C 2.993 -2.734 2.350  -0.18
7 C 2.176 -1.635 2.285  -0.08
8 C 1.291 -1.479 1.224  -0.39
9 Se 0.277 0.131 1.162  1.07
10 C 1.445 1.204 0.115  -0.39
11 C 2.483 1.870 0.754  -0.06
12 C 3.379 2.621 0.020  -0.17
13 C 3.199 2.598 -1.368  0.03
14 C 2.189 1.948 -2.061  -0.08
15 C 1.242 1.232 -1.278  -0.35
16 O 0.238 0.611 -1.873  -0.35
17 C 2.145 1.969 -3.578  -0.53
18 C 2.261 0.536 -4.144  -0.03
19 C 3.292 2.770 -4.191  -0.07
20 C 0.847 2.617 -4.052  -0.04
21 C 4.474 3.477 0.653  -0.55
22 C 4.172 4.970 0.374  -0.04
23 C 5.849 3.135 0.060  -0.05
24 C 4.554 3.266 2.171  -0.07
25 C 1.148 -2.429 0.179  -0.35
26 O 0.279 -2.233 -0.778  -0.35
27 C 2.007 -3.561 0.228  -0.07
28 C 2.875 -3.638 1.295  0.00
29 C 2.137 -4.683 -0.829  -0.52
30 C 3.561 -4.667 -1.383  -0.05
31 C 1.896 -6.051 -0.166  -0.05
32 C 1.190 -4.595 -2.026  -0.06
33 H 4.646 -2.095 5.312  0.08
34 H 4.183 -0.887 4.111  0.08
35 H 2.933 -1.800 4.971  0.09
36 H 6.160 -3.102 3.671  0.09
37 H 5.537 -3.730 2.128  0.07
38 H 5.630 -1.985 2.404  0.09
39 H 4.439 -4.456 4.974  0.08
40 H 2.737 -4.371 4.509  0.09
41 H 3.914 -5.142 3.434  0.08
42 H 2.199 -0.868 3.050  0.09
43 H 2.535 1.790 1.828  0.09
44 H 3.916 3.172 -1.961  0.10
45 H 3.242 0.126 -3.897  0.09
46 H 1.479 -0.096 -3.722  0.07
47 H 2.142 0.545 -5.224  0.08
48 H 4.260 2.351 -3.938  0.09
49 H 3.199 2.706 -5.274  0.09
50 H 3.249 3.812 -3.918  0.08
51 H -0.026 2.068 -3.703  0.06
52 H 0.819 3.647 -3.696  0.09
53 H 0.855 2.655 -5.134  0.08
54 H 4.143 5.210 -0.696  0.08
55 H 3.197 5.229 0.796  0.09
56 H 4.927 5.605 0.843  0.08
57 H 5.855 3.219 -1.025  0.07
58 H 6.602 3.799 0.450  0.08
59 H 6.121 2.123 0.338  0.09
60 H 3.600 3.526 2.654  0.09
61 H 4.810 2.229 2.415  0.08
62 H 5.339 3.912 2.578  0.09
63 H 3.523 -4.511 1.310  0.10
64 H 4.316 -4.808 -0.624  0.07
65 H 3.669 -5.508 -2.077  0.09
66 H 3.760 -3.762 -1.910  0.08
67 H 2.596 -6.268 0.633  0.07
68 H 0.875 -6.108 0.225  0.09
69 H 2.014 -6.829 -0.913  0.08
70 H 1.313 -3.679 -2.583  0.08
71 H 1.391 -5.422 -2.692  0.08
72 H 0.141 -4.660 -1.727  0.09
73 C -2.482 4.010 -1.399  -0.11
74 C -2.824 2.576 -1.740  -0.78
75 S -3.381 1.610 -0.373  0.50
76 C -2.830 2.146 -3.007  -0.78
77 C -2.583 3.022 -4.215  -0.12
78 S -3.387 0.535 -3.432  0.55
79 H -2.015 4.040 -0.417  0.07
80 H -3.403 4.613 -1.377  0.09
81 H -1.793 4.430 -2.129  0.06
82 H -2.195 4.009 -3.965  0.07
83 H -3.527 3.148 -4.747  0.08
84 H -1.859 2.553 -4.883  0.06
85 C -2.244 -2.611 3.255  -0.32
86 Sb -3.081 -1.206 1.860  1.27
87 C -2.856 0.492 3.119  -0.34
88 C -5.155 -1.535 2.474  -0.32
89 C -5.969 -0.298 2.281  -0.30
90 C -6.326 0.440 3.389  -0.06
91 C -7.128 1.552 3.300  -0.07
92 C -7.644 1.929 2.075  -0.09
93 C -7.280 1.234 0.957  -0.07
94 C -6.417 0.142 1.027  -0.28
95 C -6.083 -0.594 -0.222  -0.29
96 Sb -5.246 0.529 -1.853  1.17
97 C -6.345 -0.600 -3.314  -0.31
98 C -6.176 2.393 -2.088  -0.26
99 H -2.599 -2.436 4.268  0.01
100 H -1.171 -2.494 3.234  -0.02
101 H -2.473 -3.627 2.956  0.00
102 H -3.254 0.302 4.110  0.01
103 H -3.382 1.330 2.671  -0.01
104 H -1.804 0.733 3.190  -0.04
105 H -5.171 -1.871 3.512  0.06
106 H -5.541 -2.367 1.872  0.06
107 H -5.941 0.137 4.343  0.11
108 H -7.393 2.104 4.197  0.11
109 H -8.307 2.781 2.004  0.11
110 H -7.686 1.498 -0.015  0.10
111 H -6.976 -0.989 -0.706  0.07
112 H -5.415 -1.430 -0.065  0.03
113 H -7.395 -0.588 -3.050  0.01
114 H -5.995 -1.632 -3.339  0.02
115 H -6.185 -0.139 -4.286  0.00
116 H -7.177 2.204 -2.431  0.01
117 H -5.617 2.951 -2.842  0.02
118 H -6.148 2.892 -1.124  0.01

[3]
Density functional theory data (ωB97M-V/def2-TZVPD) for 11 unconnected molecules or ions with the total composition C44H66O33 at a distorted geometry.

LUMO   0.119 eV
ΔE to the lowest compared entry with this formula, charge and spin   803.8 kJ/mol
Kohn-Sham gap   0.359 Eh
HOMO energy   -9.648 eV
SMILES   C[C@H]1COC(=O)O1.C[C@H]1COC(=O)O1.C[C@H]1COC(=O)O1.C[C@H]1COC(=O)O1.C[C@H]1COC(=O)O1.C[C@H]1COC(=O)O1.C[C@H]1COC(=O)O1.C[C@H]1COC(=O)O1.C[C@H]1COC(=O)O1.C[C@H]1COC(=O)O1.C[C@H]1COC(=O)O1
DFT total energy   -4199.0612 Ha

Last column: Löwdin charge in e.
Cartesian coordinates (Å):
1 C 3.326 -6.296 0.293  0.00
2 C 2.405 -5.185 0.950  -0.23
3 C 3.009 -4.500 2.227  -0.11
4 O 3.403 -3.250 1.837  0.09
5 C 2.825 -3.002 0.682  -0.51
6 O 2.940 -1.903 0.110  0.11
7 O 2.246 -4.055 0.066  0.08
8 H 2.980 -7.318 0.446  0.08
9 H 4.364 -6.276 0.626  0.08
10 H 3.289 -6.110 -0.781  0.05
11 H 1.400 -5.601 1.020  0.14
12 H 3.938 -5.069 2.286  0.12
13 H 2.501 -4.617 3.184  0.14
14 C -2.485 -5.546 -1.059  0.01
15 C -3.536 -5.232 -0.033  -0.32
16 C -3.515 -5.559 1.455  -0.03
17 O -3.804 -4.312 2.120  0.16
18 C -3.775 -3.421 1.255  -0.75
19 O -4.151 -2.288 1.411  0.15
20 O -3.465 -3.876 0.133  0.09
21 H -2.712 -6.608 -1.150  0.10
22 H -1.480 -5.317 -0.705  0.09
23 H -2.558 -5.102 -2.053  0.08
24 H -4.547 -5.396 -0.407  0.17
25 H -2.471 -5.853 1.566  0.13
26 H -4.153 -6.293 1.947  0.14
27 C -4.605 6.236 -5.828  0.00
28 C -4.356 5.966 -4.331  -0.35
29 C -5.319 5.093 -3.554  -0.12
30 O -4.559 4.406 -2.587  0.06
31 C -3.218 4.511 -3.031  -0.48
32 O -2.343 3.747 -2.676  0.14
33 O -3.123 5.444 -3.979  0.09
34 H -3.849 6.942 -6.171  0.08
35 H -5.550 6.761 -5.967  0.09
36 H -4.409 5.344 -6.423  0.09
37 H -4.421 6.905 -3.782  0.15
38 H -5.792 4.434 -4.282  0.14
39 H -6.057 5.717 -3.048  0.14
40 C 1.034 -0.913 5.352  0.02
41 C 2.418 -1.155 4.589  -0.27
42 C 3.416 0.032 4.497  -0.07
43 O 4.665 -0.434 4.986  0.08
44 C 4.463 -1.631 5.542  -0.59
45 O 5.312 -2.167 6.183  0.15
46 O 3.218 -2.074 5.314  0.07
47 H 0.712 0.127 5.406  0.07
48 H 1.222 -1.246 6.373  0.08
49 H 0.190 -1.448 4.917  0.08
50 H 2.156 -1.585 3.622  0.13
51 H 2.825 0.810 4.981  0.13
52 H 3.608 0.133 3.429  0.12
53 C 2.682 3.987 2.072  -0.01
54 C 1.945 3.977 3.401  -0.32
55 C 0.957 5.143 3.705  -0.09
56 O -0.335 4.613 3.822  0.07
57 C -0.246 3.266 3.631  -0.47
58 O -1.245 2.517 3.617  0.11
59 O 1.051 2.926 3.431  0.05
60 H 3.420 3.201 2.238  0.08
61 H 3.338 4.835 1.876  0.09
62 H 2.046 3.728 1.226  0.08
63 H 2.677 3.783 4.184  0.15
64 H 0.878 5.833 2.865  0.13
65 H 1.255 5.696 4.596  0.13
66 C 8.362 -3.135 1.215  -0.02
67 C 7.115 -2.470 1.890  -0.29
68 C 7.598 -1.323 2.669  -0.16
69 O 6.628 -0.342 2.575  0.07
70 C 5.788 -0.624 1.539  -0.47
71 O 4.967 0.202 1.148  0.12
72 O 6.221 -1.806 0.971  0.07
73 H 9.122 -2.532 0.717  0.08
74 H 8.131 -3.899 0.473  0.08
75 H 8.970 -3.631 1.972  0.09
76 H 6.489 -3.189 2.419  0.15
77 H 8.532 -0.958 2.242  0.13
78 H 7.862 -1.575 3.696  0.15
79 C 0.547 8.450 -2.189  -0.02
80 C -0.381 7.208 -2.067  -0.36
81 C 0.102 6.222 -0.965  -0.11
82 O -1.065 5.953 -0.249  0.06
83 C -1.945 6.977 -0.448  -0.47
84 O -2.831 7.345 0.316  0.14
85 O -1.604 7.573 -1.627  0.08
86 H 0.281 8.847 -3.169  0.08
87 H 1.562 8.068 -2.296  0.08
88 H 0.651 9.193 -1.399  0.09
89 H -0.407 6.745 -3.053  0.15
90 H 0.807 6.867 -0.441  0.12
91 H 0.782 5.442 -1.307  0.14
92 C 2.400 -5.641 -3.649  -0.01
93 C 1.562 -4.475 -4.051  -0.35
94 C 0.146 -4.615 -3.578  -0.11
95 O -0.183 -3.437 -2.867  0.03
96 C 0.856 -2.549 -2.947  -0.46
97 O 0.831 -1.373 -2.731  0.17
98 O 1.951 -3.265 -3.445  0.08
99 H 2.922 -5.560 -2.695  0.07
100 H 3.128 -5.791 -4.447  0.09
101 H 1.855 -6.577 -3.527  0.09
102 H 1.473 -4.385 -5.133  0.16
103 H -0.012 -5.394 -2.832  0.13
104 H -0.435 -4.664 -4.500  0.14
105 C -2.664 -0.802 -3.178  0.01
106 C -2.969 -2.265 -3.191  -0.40
107 C -4.411 -2.572 -2.731  -0.03
108 O -4.606 -3.735 -3.560  0.08
109 C -3.793 -3.725 -4.606  -0.57
110 O -3.801 -4.476 -5.578  0.11
111 O -2.881 -2.793 -4.416  0.11
112 H -2.475 -0.689 -2.110  0.08
113 H -3.422 -0.130 -3.579  0.10
114 H -1.688 -0.572 -3.606  0.08
115 H -2.345 -2.842 -2.509  0.13
116 H -5.226 -1.871 -2.914  0.14
117 H -4.272 -2.700 -1.658  0.12
118 C -0.308 2.154 -0.248  0.01
119 C 0.290 0.734 -0.323  -0.32
120 C 1.147 0.500 0.880  -0.12
121 O 0.322 -0.205 1.780  0.06
122 C -0.697 -0.773 1.068  -0.48
123 O -1.486 -1.580 1.493  0.15
124 O -0.738 -0.200 -0.185  0.07
125 H -0.411 2.473 0.790  0.08
126 H -1.271 2.173 -0.759  0.06
127 H 0.403 2.724 -0.846  0.09
128 H 0.878 0.549 -1.223  0.14
129 H 1.461 1.411 1.390  0.11
130 H 2.045 -0.092 0.704  0.10
131 C -3.625 3.102 0.642  -0.01
132 C -3.994 1.633 0.739  -0.27
133 C -4.398 1.033 2.060  -0.17
134 O -5.568 0.377 1.943  0.08
135 C -6.032 0.495 0.646  -0.47
136 O -6.946 -0.140 0.113  0.11
137 O -5.237 1.415 0.047  0.06
138 H -3.394 3.693 1.528  0.09
139 H -4.512 3.648 0.318  0.08
140 H -2.983 3.463 -0.162  0.05
141 H -3.228 1.074 0.202  0.14
142 H -4.400 1.785 2.849  0.14
143 H -3.577 0.371 2.337  0.13